Here is a cluster of 2 separate species, C4H11NO2 in total from OMol25. Energies are from ωB97M-V/def2-TZVPD.

The calculation puts the LUMO energy at 0.75 eV. The SMILES is C=C(C)O.NCO. The value obtained for the total energy is -364.20390 Eh. The HOMO energy comes out at -8.730 eV. For the energy relative to the best compared isomer or geometry (same formula, charge and spin), the calculation gives 40.33 kcal per mole. As for the gap between HOMO and LUMO: 9.48 eV.

```
18
Properties=species:S:1:pos:R:3:forces:R:3:nbo_charge:R:1
C 1.611407 -1.316859 2.015910 -0.1 -0.1 0.1 -0.511
C 1.156352 -0.122668 1.669759 0.2 0.1 0.1 0.320
O 0.163327 0.471084 2.407988 -0.1 0.1 -0.3 -0.679
C 1.652566 0.663070 0.500100 0.2 -0.1 0.0 -0.676
H 2.479000 -1.730386 1.527926 -0.1 -0.1 -0.2 0.203
H 1.120583 -1.880514 2.796689 0.2 0.1 0.1 0.211
H 0.000243 1.344824 2.037136 -0.1 0.0 0.1 0.471
H 2.520621 0.161778 0.075146 0.0 0.1 0.0 0.234
H 0.889762 0.717128 -0.277713 -0.1 0.0 0.0 0.218
H 1.937213 1.677890 0.784440 0.0 0.1 0.0 0.210
N -2.376631 0.728344 -1.067269 0.2 0.0 0.1 -0.828
C -1.531112 0.165610 -2.076716 0.1 0.0 0.3 0.087
O -1.086906 -1.142962 -1.698666 -0.1 -0.2 -0.3 -0.745
H -3.088247 0.069853 -0.773200 -0.1 0.0 -0.2 0.364
H -1.820242 0.916000 -0.241779 0.0 0.0 0.0 0.353
H -2.056937 0.133878 -3.033903 0.0 0.0 0.0 0.155
H -0.651265 0.810124 -2.152854 -0.1 0.1 -0.2 0.147
H -0.919734 -1.666193 -2.492995 0.0 0.1 0.2 0.469
```
Positions in Å, forces in eV/Å.